Entry from the OMol25 dataset: a molecular structure, C48H33AsFIrNS (ωB97M-V/def2-TZVPD).

Last column: Mulliken spin population.
Geometry (Å):
Ir1 0.4030 0.2040 0.0005  0.6733
S1 -0.2127 -1.0481 4.2148  -0.0015
C1 0.5511 -2.3501 3.4097  0.0098
C2 0.8042 -2.0823 2.0957  -0.0289
C3 0.3969 -0.7692 1.7151  0.0488
C4 -0.1500 -0.0940 2.7812  0.0340
C5 -0.5840 1.2764 2.6213  -0.0200
C6 -1.2060 2.0548 3.5973  0.0081
C7 -1.5220 3.3650 3.3118  -0.0076
C8 -1.2133 3.8870 2.0593  0.0057
C9 -0.6184 3.0539 1.1345  -0.0268
N1 -0.3142 1.7834 1.3999  0.0545
H1 0.7546 -3.2629 3.9476  0.0001
H2 1.2630 -2.7916 1.4209  -0.0061
H3 -1.4423 1.6189 4.5588  0.0010
H4 -2.0138 3.9786 4.0550  -0.0004
H5 -1.4413 4.9110 1.7999  0.0012
H6 -0.3566 3.4043 0.1428  0.0036
C10 -1.5219 -0.2467 -0.3705  0.0936
C11 -2.4682 -0.5195 0.4654  -0.0164
C12 -3.3004 -0.6773 1.4727  0.0167
C13 -3.7988 0.5247 2.1910  -0.0008
C14 -4.0859 1.7065 1.5063  0.0000
C15 -4.5098 2.8368 2.1852  0.0002
C16 -4.6569 2.8115 3.5664  0.0002
C17 -4.3748 1.6413 4.2577  0.0000
C18 -3.9541 0.5071 3.5774  0.0009
C19 -3.6867 -2.0257 1.9697  0.0041
C20 -5.0085 -2.3013 2.3111  -0.0003
C21 -5.3698 -3.5586 2.7701  0.0010
C22 -4.4124 -4.5560 2.9011  0.0000
C23 -3.0917 -4.2863 2.5705  -0.0007
C24 -2.7311 -3.0281 2.1105  0.0004
H7 -3.9891 1.7210 0.4264  -0.0010
H8 -4.7382 3.7397 1.6314  0.0000
H9 -4.9974 3.6920 4.0966  -0.0001
H10 -4.4876 1.6052 5.3344  -0.0002
H11 -3.7399 -0.4016 4.1276  0.0002
H12 -5.7559 -1.5226 2.2140  0.0000
H13 -6.4023 -3.7619 3.0250  -0.0001
H14 -4.6954 -5.5363 3.2626  0.0001
H15 -2.3373 -5.0560 2.6778  0.0001
H16 -1.7000 -2.8062 1.8611  0.0066
C25 7.5243 -1.7485 -1.6419  -0.0010
C26 6.7596 -2.9022 -1.5589  0.0018
C27 5.3812 -2.8107 -1.4143  -0.0007
C28 4.7571 -1.5687 -1.3673  0.0170
C29 5.5306 -0.4149 -1.4469  0.0036
C30 6.9083 -0.5053 -1.5822  0.0017
As1 2.7944 -1.5505 -1.2193  -0.0187
C31 2.5469 0.3315 -0.7636  0.1730
C32 2.6355 0.9284 0.5068  0.0515
C33 2.7062 2.3405 0.6041  0.0172
C34 2.5966 3.1222 -0.5142  -0.0075
C35 2.4247 2.5344 -1.7842  0.0064
C36 2.4172 1.1684 -1.9224  -0.1400
C37 2.3193 0.4133 -3.1871  0.0742
C38 2.1025 0.9664 -4.4443  0.0027
C39 2.0392 0.1443 -5.5586  -0.0016
C40 2.1896 -1.2303 -5.4256  0.0025
C41 2.4024 -1.7908 -4.1722  0.0074
C42 2.4685 -0.9718 -3.0573  -0.0468
H17 8.5994 -1.8165 -1.7480  -0.0001
H18 7.2351 -3.8740 -1.5994  -0.0001
H19 4.7900 -3.7167 -1.3351  0.0000
H20 5.0621 0.5620 -1.4073  0.0044
H21 7.5028 0.3977 -1.6427  0.0000
H22 2.8393 0.3207 1.3791  0.0021
H23 2.8349 2.7951 1.5781  0.0004
H24 2.6417 4.2003 -0.4277  0.0006
H25 2.3315 3.1696 -2.6568  -0.0004
H26 1.9702 2.0354 -4.5594  0.0001
H27 1.8606 0.5767 -6.5342  0.0001
H28 2.1358 -1.8668 -6.2997  -0.0001
H29 2.5119 -2.8644 -4.0720  0.0005
F1 -0.9256 1.2062 -5.7215  0.0002
C43 -1.1261 0.8467 -4.4359  0.0072
C44 -1.1058 -0.5005 -4.1111  -0.0017
C45 -1.2961 -0.8664 -2.7936  -0.0010
C46 -1.5302 0.0986 -1.8022  -0.0394
C47 -1.5341 1.4460 -2.1726  0.0296
C48 -1.3368 1.8295 -3.4957  -0.0015
H30 -0.9180 -1.2336 -4.8838  0.0006
H31 -1.2577 -1.9095 -2.5060  0.0014
H32 -1.7257 2.1980 -1.4162  0.0011
H33 -1.3473 2.8691 -3.7946  0.0002

Forces on atoms 1 to 2 (eV/Å):
Ir 0.348 0.214 -0.010
S 0.100 0.029 0.034

Properties
Frontier orbital gap (spin up / spin down) in eV: 6.59 / 7.27
Energy above the lowest of the compared OMol25 structures with the same formula, charge and spin in kcal per mole: 0.0
Multiplicity: 2



Entry from the OMol25 dataset: 2 unconnected molecules or ions with the total composition C11H15N (ωB97M-V/def2-TZVPD).

Last column: natural (NBO) charge in e.
Geometry (Å):
C1 2.3245 1.3432 3.0465  -0.6259
C2 1.1185 0.6712 2.4790  -0.1087
C3 -0.1808 0.7593 2.8792  -0.0314
N1 -0.9574 -0.1059 2.1392  -0.5273
C4 -0.1612 -0.7596 1.2309  0.1241
C5 -0.4811 -1.7317 0.2911  -0.2483
C6 0.5383 -2.1568 -0.5514  -0.2126
C7 1.8498 -1.6840 -0.3910  -0.2393
C8 2.1746 -0.7853 0.5938  -0.2176
C9 1.1491 -0.2637 1.3874  -0.0309
H1 3.0998 1.4376 2.2855  0.2152
H2 2.7725 0.6346 3.7548  0.2159
H3 2.1759 2.2878 3.5500  0.2209
H4 -0.6248 1.4168 3.6099  0.2102
H5 -1.9578 -0.1441 2.0897  0.4093
H6 -1.4485 -2.1625 0.0604  0.2153
H7 0.2146 -2.7082 -1.4260  0.2100
H8 2.5843 -2.0769 -1.0829  0.2102
H9 3.1887 -0.4495 0.6964  0.2107
C10 -2.6898 0.2365 -3.2719  -0.6129
C11 -1.6325 1.3323 -3.4098  -0.6142
H10 -2.8498 -0.3677 -4.1623  0.2055
H11 -2.5289 -0.4083 -2.4083  0.2055
H12 -3.6384 0.7499 -3.0940  0.2007
H13 -0.6470 1.1193 -2.9837  0.2090
H14 -1.9544 2.2150 -2.8642  0.2018
H15 -1.4381 1.6009 -4.4484  0.2047

Forces on atoms 1 to 2 (eV/Å):
C 0.540 -1.079 0.050
C -0.183 0.499 -0.138

Properties
Frontier orbital gap in eV: 8.69
SMILES: Cc1c[nH]c2ccccc12.CC
Energy above the lowest of the compared OMol25 structures with the same formula, charge and spin in kcal per mole: 9.9